Run a
Below is a single CH4BrP molecule, with properties calculated with ωB97M-V with the def2-TZVPD basis set.

ORCA input file:
```
! wB97M-V def2-TZVPD RIJCOSX def2/J DEFGRID3
* xyz 0 1
C 0.247 -0.040 -0.401
P -1.146 1.089 -0.056
Br -3.004 -0.181 0.002
H -0.016 -0.803 -1.248
H 0.266 -0.636 0.455
H 1.214 0.337 -0.486
H -0.956 0.946 1.244
*
```

Gap between HOMO and LUMO   9.75 eV
E_LUMO   0.47 eV
HOMO energy   -0.3408 hartree

Run b
Below is 2 unconnected molecules or ions with the total composition CH4BrP, with properties calculated with ωB97M-V with the def2-TZVPD basis set.

ORCA input file:
```
! wB97M-V def2-TZVPD RIJCOSX def2/J DEFGRID3
* xyz 0 1
C 0.158 0.392 0.372
P -1.672 -1.312 0.131
Br -3.106 0.309 0.007
H -0.045 0.786 1.394
H -0.193 0.941 -0.553
H 1.202 0.083 0.405
H -1.362 -1.649 -1.269
*
```

Gap between HOMO and LUMO   8.88 eV
E_LUMO   0.00 eV
HOMO energy   -0.3263 hartree

Pick run a: it beats the second-best structure by 34.2 kcal/mol.

Run a
Below is a single C4N2 molecule, with properties calculated with ωB97M-V with the def2-TZVPD basis set.

ORCA input file:
```
! wB97M-V def2-TZVPD RIJCOSX def2/J DEFGRID3
* xyz 0 1
N 3.121 -0.113 -0.099
C 1.977 -0.029 0.069
C 0.601 0.039 0.171
C -0.605 0.058 0.132
C -1.976 0.041 -0.034
N -3.117 0.005 -0.238
*
```

Gap between HOMO and LUMO   10.49 eV
E_LUMO   -1.08 eV
HOMO energy   -0.4253 hartree

Run b
Below is a molecular structure, C4N2, with properties calculated with ωB97M-V with the def2-TZVPD basis set.

ORCA input file:
```
! wB97M-V def2-TZVPD RIJCOSX def2/J DEFGRID3
* xyz 0 1
C -0.525 -0.235 0.908
C 0.735 -0.393 1.277
C 1.361 -0.106 0.173
N 0.528 0.348 -1.306
C -1.469 0.051 0.035
N -0.622 0.311 -1.005
*
```

Gap between HOMO and LUMO (spin up / spin down)   8.17 / 8.17 eV
E_LUMO (spin up / spin down)   -1.89 / -1.90 eV
HOMO energy (spin up / spin down)   -0.3698 / -0.3698 hartree

Pick run a: it beats the second-best structure by 159.1 kcal/mol.

Run a
Below is a single CH7N2O2P molecule, with properties calculated with ωB97M-V with the def2-TZVPD basis set.

ORCA input file:
```
! wB97M-V def2-TZVPD RIJCOSX def2/J DEFGRID3
* xyz 0 1
C -1.290 1.351 0.589
P -0.778 -0.275 -0.171
N -0.400 -0.986 1.319
O 0.638 0.395 -0.743
N 1.212 -0.218 -1.881
O 1.939 -1.406 -1.504
H -0.305 1.742 1.068
H -1.834 1.953 -0.071
H -2.153 1.235 1.294
H -0.014 -1.885 1.376
H -0.294 -0.350 2.072
H 1.996 0.407 -2.256
H 1.283 -1.962 -1.092
*
```

Gap between HOMO and LUMO   9.89 eV
E_LUMO   1.00 eV
HOMO energy   -0.3267 hartree

Run b
Below is 2 unconnected molecules or ions with the total composition CH7N2O2P, with properties calculated with ωB97M-V with the def2-TZVPD basis set.

ORCA input file:
```
! wB97M-V def2-TZVPD RIJCOSX def2/J DEFGRID3
* xyz 0 1
C 2.329 0.335 0.158
N -1.353 0.364 -1.346
N -1.222 -0.575 1.087
O -3.636 -0.097 0.112
O 1.280 -0.449 -0.357
P -2.198 -0.116 -0.132
H 2.040 1.382 0.262
H 3.217 0.264 -0.479
H 2.574 -0.067 1.143
H 0.769 0.027 -1.029
H -1.932 0.696 -2.099
H -1.617 -1.068 1.870
H -0.251 -0.695 0.808
*
```

Gap between HOMO and LUMO   10.79 eV
E_LUMO   0.40 eV
HOMO energy   -0.3816 hartree

Pick run b: it beats the second-best structure by 85.5 kcal/mol.

Run a
Below is a molecular structure, C40H44BiBrN8O2PS2, with properties calculated with ωB97M-V with the def2-TZVPD basis set.

ORCA input file:
```
! wB97M-V def2-TZVPD RIJCOSX def2/J DEFGRID3
* xyz -1 1
Bi 0.188 -0.511 0.380
Br -5.563 4.823 0.977
C -4.535 3.239 0.756
C -4.768 2.146 1.571
C -4.023 0.996 1.399
C -2.975 0.879 0.438
O -2.315 -0.243 0.331
C -2.764 2.037 -0.385
C -1.826 2.081 -1.512
N -0.638 1.641 -1.479
C 0.130 1.750 -2.657
C 0.358 2.972 -3.238
C 1.138 3.105 -4.404
C 1.675 1.999 -4.994
C 1.456 0.722 -4.425
C 1.980 -0.452 -5.018
C 1.752 -1.661 -4.433
C 1.020 -1.685 -3.228
N 0.525 -0.630 -2.648
C 0.705 0.582 -3.236
C -3.564 3.168 -0.232
H -5.539 2.199 2.329
H -4.204 0.135 2.034
H -2.206 2.552 -2.430
H -0.053 3.853 -2.758
H 1.313 4.089 -4.818
H 2.280 2.074 -5.889
H 2.557 -0.365 -5.931
H 2.127 -2.584 -4.852
H 0.861 -2.628 -2.703
H -3.404 4.012 -0.893
C -0.909 1.525 3.042
C -0.658 2.598 4.134
N 0.688 3.161 4.008
C 1.667 2.074 4.128
C 1.445 0.998 3.041
N 0.295 1.389 2.201
C 0.581 2.696 1.574
C 0.813 3.758 2.675
H -1.741 1.797 2.408
H -1.114 0.542 3.471
H -0.758 2.175 5.135
H -1.375 3.416 4.042
H 1.575 1.652 5.131
H 2.664 2.508 4.037
H 1.242 0.007 3.442
H 2.311 0.893 2.387
H -0.268 2.948 0.932
H 1.458 2.570 0.943
H 0.088 4.572 2.603
H 1.813 4.188 2.589
S 5.198 1.861 1.844
P 4.573 1.731 -0.019
S 2.818 0.881 -0.453
C 4.613 3.409 -0.770
C 3.508 3.964 -1.395
C 3.575 5.246 -1.931
C 4.752 5.973 -1.856
C 5.865 5.418 -1.234
C 5.793 4.148 -0.688
C 5.813 0.891 -1.083
C 7.007 0.419 -0.559
C 7.935 -0.207 -1.386
C 7.674 -0.355 -2.738
C 6.478 0.120 -3.268
C 5.551 0.735 -2.444
H 2.600 3.379 -1.455
H 2.702 5.676 -2.408
H 4.805 6.970 -2.275
H 6.787 5.983 -1.167
H 6.649 3.722 -0.177
H 7.192 0.544 0.501
H 8.863 -0.580 -0.968
H 8.397 -0.842 -3.382
H 6.268 0.002 -4.324
H 4.607 1.087 -2.845
C -1.881 -2.957 1.585
N -2.509 -4.271 1.751
C -1.454 -5.287 1.768
N -0.652 -5.277 0.543
C -0.058 -3.946 0.408
N -1.092 -2.895 0.339
C -1.982 -3.169 -0.791
N -2.611 -4.491 -0.682
C -3.362 -4.520 0.582
C -1.550 -5.497 -0.591
H -1.201 -2.761 2.416
H -2.640 -2.178 1.535
H -1.914 -6.272 1.880
H -0.798 -5.097 2.619
H 0.541 -3.909 -0.507
H 0.594 -3.706 1.248
H -1.406 -3.128 -1.729
H -2.744 -2.389 -0.800
H -3.827 -5.503 0.689
H -4.142 -3.757 0.545
H -0.964 -5.467 -1.513
H -2.007 -6.484 -0.494
O 1.065 -1.565 1.712
*
```

Gap between HOMO and LUMO   7.08 eV
E_LUMO   1.98 eV
HOMO energy   -0.1878 hartree

Run b
Below is a molecular structure, C40H44BiBrN8O2PS2, with properties calculated with ωB97M-V with the def2-TZVPD basis set.

ORCA input file:
```
! wB97M-V def2-TZVPD RIJCOSX def2/J DEFGRID3
* xyz -1 1
Bi 0.382 0.215 0.535
Br 4.490 4.709 4.603
C 3.322 3.312 4.036
C 2.040 3.228 4.568
C 1.213 2.223 4.127
C 1.595 1.260 3.183
O 0.790 0.281 2.887
C 2.938 1.339 2.700
C 3.523 0.312 1.826
N 3.086 0.004 0.677
C 3.609 -1.132 0.014
C 4.843 -1.053 -0.581
C 5.408 -2.153 -1.258
C 4.735 -3.336 -1.319
C 3.463 -3.455 -0.711
C 2.749 -4.678 -0.706
C 1.546 -4.763 -0.077
C 1.024 -3.600 0.539
N 1.643 -2.453 0.515
C 2.863 -2.348 -0.066
C 3.774 2.361 3.151
H 1.723 3.924 5.332
H 0.221 2.036 4.524
H 4.386 -0.236 2.230
H 5.384 -0.116 -0.525
H 6.384 -2.050 -1.716
H 5.160 -4.199 -1.818
H 3.186 -5.538 -1.201
H 0.978 -5.682 -0.052
H 0.049 -3.608 1.017
H 4.795 2.419 2.786
C 0.203 -1.222 -2.755
C -0.075 -1.258 -4.284
N -0.341 0.096 -4.788
C -1.501 0.639 -4.071
C -1.236 0.679 -2.547
N 0.117 0.168 -2.279
C 1.130 0.945 -2.995
C 0.834 0.924 -4.516
H 1.196 -1.611 -2.507
H -0.535 -1.813 -2.205
H -0.943 -1.883 -4.502
H 0.776 -1.669 -4.833
H -2.363 0.010 -4.301
H -1.710 1.637 -4.464
H -1.938 0.063 -1.982
H -1.311 1.683 -2.130
H 2.107 0.497 -2.780
H 1.185 1.950 -2.578
H 1.676 0.500 -5.070
H 0.663 1.931 -4.904
S -3.445 -3.588 -1.795
P -3.515 -2.832 0.033
S -2.027 -1.678 0.675
C -5.055 -1.857 0.247
C -6.278 -2.464 -0.035
C -7.461 -1.760 0.119
C -7.430 -0.439 0.551
C -6.215 0.170 0.823
C -5.025 -0.535 0.676
C -3.758 -4.178 1.258
C -3.876 -5.504 0.865
C -4.060 -6.502 1.817
C -4.131 -6.177 3.162
C -4.014 -4.849 3.560
C -3.827 -3.856 2.613
H -6.292 -3.488 -0.390
H -8.407 -2.238 -0.103
H -8.355 0.114 0.667
H -6.185 1.202 1.151
H -4.070 -0.065 0.880
H -3.816 -5.736 -0.192
H -4.147 -7.535 1.503
H -4.274 -6.954 3.903
H -4.062 -4.590 4.611
H -3.715 -2.821 2.917
C 1.080 3.718 1.463
N 1.446 5.122 1.360
C 0.593 5.713 0.323
N 0.735 5.042 -0.978
C 0.384 3.631 -0.780
N 1.272 2.995 0.198
C 2.663 3.154 -0.222
N 3.049 4.557 -0.387
C 2.835 5.223 0.908
C 2.141 5.144 -1.377
H 0.015 3.633 1.705
H 1.574 3.127 2.207
H 0.853 6.769 0.208
H -0.449 5.640 0.638
H 0.372 3.034 -1.689
H -0.631 3.546 -0.386
H 2.809 2.629 -1.171
H 3.315 2.700 0.525
H 3.097 6.280 0.809
H 3.494 4.770 1.654
H 2.282 4.631 -2.332
H 2.395 6.199 -1.510
O -1.123 1.416 0.590
*
```

Gap between HOMO and LUMO   6.88 eV
E_LUMO   1.98 eV
HOMO energy   -0.1801 hartree

Pick run a: it beats the second-best structure by 27.3 kcal/mol.